# C30H32ClMgN3SSi2

C30H32ClMgN3SSi2 as an isolated structure in a non-equilibrium geometry (ωB97M-V/def2-TZVPD, OMol25).

XYZ file:
```
70
Properties=species:S:1:pos:R:3:forces:R:3:mulliken_charge:R:1
C 0.62283 -5.04273 0.22752 1.2 0.1 -0.7 -0.230
C 0.48877 -4.37928 -1.08005 0.8 -0.1 -0.3 -0.988
C 1.54406 -3.47214 -1.21682 -0.7 -0.4 -0.2 -0.774
H -0.33010 -4.57108 -1.77959 0.4 0.2 0.3 0.412
C 2.41393 -3.58436 -0.07045 -0.1 -0.2 0.3 -0.466
C 1.88083 -4.53675 0.79327 0.1 -1.1 -1.3 -0.480
H 2.36061 -5.01754 1.64114 0.0 0.4 -0.3 0.519
H 0.21828 -6.02018 0.48407 0.3 0.1 -0.4 0.635
H 1.75004 -2.83460 -2.08613 -0.2 -0.4 0.5 0.764
H 3.37178 -3.06192 0.03866 -0.4 -0.3 0.0 0.465
Mg 0.42996 -1.84237 0.53480 -0.4 -1.3 2.6 1.379
Si 0.79971 0.13239 -0.97158 -1.0 4.9 -0.3 0.079
C -0.43068 1.37208 -1.72557 0.2 -1.0 -0.9 0.070
C -0.37639 2.76544 -1.22538 -0.6 0.6 1.2 0.702
H 0.60583 3.11108 -0.85829 -0.3 -0.1 -0.2 0.404
C -1.18450 3.77421 -1.89610 0.3 0.1 -1.8 -1.150
H -1.09161 4.80472 -1.53735 -0.2 -0.3 -0.3 0.514
C -1.94874 3.42127 -2.98735 0.0 1.1 0.8 -0.532
H -2.54329 4.17572 -3.50182 0.1 -0.1 0.2 0.382
C -1.99677 2.10181 -3.44086 -0.3 -0.9 -0.6 -0.695
H -2.65310 1.84350 -4.27787 0.3 0.1 0.3 0.375
C -1.22679 1.10114 -2.82273 -0.1 0.0 0.2 -0.379
H -1.27389 0.08505 -3.23658 0.0 0.3 0.2 0.252
C 2.34277 1.05074 -1.54025 1.4 -0.9 -0.5 0.574
C 2.41943 1.53991 -2.86485 -0.2 0.5 0.4 -0.305
H 1.85192 1.04156 -3.65989 0.1 0.4 0.3 0.364
C 3.12480 2.71957 -3.13203 0.2 -0.3 0.1 -0.626
H 3.10458 3.16303 -4.12901 0.0 -0.2 0.2 0.378
C 3.84737 3.35901 -2.11424 -0.2 -0.4 0.3 -0.455
H 4.36402 4.30142 -2.30517 -0.2 -0.3 0.0 0.380
C 3.92727 2.76296 -0.84945 0.2 -0.1 -0.3 -0.694
H 4.51352 3.23026 -0.04987 -0.2 -0.2 -0.4 0.402
C 3.24448 1.56683 -0.59101 -0.2 0.4 0.0 -0.288
H 3.36821 1.07200 0.37759 -0.3 0.5 -0.4 0.309
H 0.36906 -1.26972 -1.20441 0.0 0.0 -0.7 -0.220
Si -1.44130 2.79681 0.50106 1.7 -3.1 -0.2 0.214
C -0.06731 1.88265 1.39982 -0.4 1.3 0.5 -0.181
C 0.51999 0.56512 0.92470 -1.0 -1.6 -0.8 1.775
H -0.36242 -0.08796 1.18829 0.3 0.3 -0.5 -0.902
C 1.71431 0.07395 1.65411 1.1 -0.5 0.8 -1.717
H 2.36129 -0.70669 1.18062 0.0 0.9 0.3 1.013
C 2.05450 0.63570 2.87975 -0.5 -0.3 0.0 -0.705
H 2.85372 0.18044 3.48473 -0.2 0.4 -0.3 0.378
C 1.37807 1.76021 3.36305 0.9 -0.3 1.2 -1.230
H 1.64555 2.16254 4.34081 0.0 0.0 -0.3 0.302
C 0.37839 2.38780 2.59928 -0.4 -0.4 -1.0 -0.285
H -0.08571 3.31251 2.94985 0.2 -0.2 0.1 0.343
C -2.97834 1.82804 0.05843 -0.2 0.4 0.2 0.485
C -3.03237 0.43508 0.02853 -0.1 -0.3 -0.5 0.200
H -2.26468 -0.14316 0.54636 -0.4 0.2 -0.4 0.252
C -4.04949 -0.22082 -0.67428 0.1 0.2 0.3 -0.648
H -4.01109 -1.30641 -0.78022 -0.2 0.2 0.2 0.410
C -5.08491 0.51500 -1.25507 0.2 0.1 -0.1 -0.556
H -5.88436 0.00820 -1.80531 0.3 0.2 0.2 0.345
C -5.08545 1.90780 -1.14372 0.1 0.1 0.2 -0.487
H -5.87097 2.49518 -1.61182 0.0 -0.1 0.1 0.386
C -4.04757 2.56160 -0.46768 -0.1 -0.4 -0.5 -0.571
H -4.02339 3.65202 -0.41265 -0.1 -0.2 -0.1 0.333
H -1.91615 3.97326 1.14406 0.1 1.3 0.3 -0.378
Cl -1.50857 -1.52490 2.27204 -0.2 0.3 0.7 -0.495
N 1.33779 -2.63895 2.53970 -0.5 -0.1 1.2 -0.326
N 0.85254 -3.89604 3.04339 -0.1 0.6 0.6 -0.609
C -0.40170 -4.24887 2.68488 -0.9 0.8 -1.0 0.665
N -1.17757 -4.84992 3.59223 -0.2 -0.5 0.6 -0.485
S -1.01262 -3.97604 1.08909 0.7 -0.5 1.3 -0.186
H 0.94181 -1.89868 3.13668 0.1 0.0 -0.2 0.464
H 2.34911 -2.63474 2.67387 -0.2 0.0 -0.3 0.382
H 1.12846 -4.11741 4.00419 -0.2 0.2 -0.4 0.270
H -2.14826 -5.01598 3.34994 0.4 0.0 0.0 0.256
H -0.96947 -4.73038 4.57895 -0.2 0.0 -0.4 0.209
```
Positions in Å, forces in eV/Å.

Properties
* relative energy (zero: lowest compared OMol25 entry of this formula, charge and spin): 781.43 kJ/mol
* orbital gap (alpha / beta): 3.60 / 4.65 eV
* molar mass: 582.60 g/mol
* lowest unoccupied orbital energy (alpha / beta): -1.151 / -0.359 eV
* electronic energy: -2963.84181 a.u.



# C30H32InN4O2Si

C30H32InN4O2Si as an isolated structure (ωB97M-V/def2-TZVPD, OMol25).

XYZ file:
```
70
Properties=species:S:1:pos:R:3:forces:R:3:mulliken_charge:R:1
In -0.57602 0.20136 -0.10865 0.3 0.0 -0.4 2.067
O -4.75967 -0.79686 -0.69017 0.0 0.1 0.0 -0.795
C -3.66178 -0.30918 -0.40345 0.1 -0.3 0.1 0.190
N -2.48362 -0.90039 -0.24820 0.1 0.3 -0.3 -0.008
C -2.31110 -2.27627 -0.06791 -0.1 -0.2 0.2 -0.222
C -3.06826 -3.26673 -0.68330 0.0 0.1 -0.1 -0.498
C -2.82403 -4.60718 -0.41179 0.0 -0.1 0.1 -0.659
C -1.82930 -4.96510 0.48554 0.0 0.0 -0.1 -0.559
C -1.07111 -3.99129 1.12100 0.0 0.1 0.1 -0.518
C -1.29562 -2.63836 0.85912 -0.1 -0.2 0.0 0.148
N -0.56745 -1.58011 1.38825 0.1 0.2 0.0 -0.120
C 0.26772 -1.65531 2.41092 -0.3 -0.2 -0.2 0.059
O 0.50934 -2.58549 3.19228 0.1 0.0 0.0 -0.850
C 1.00610 -0.34492 2.61738 0.1 0.1 0.2 0.545
C 2.04060 -0.29509 3.54628 0.0 -0.1 0.0 -0.697
C 2.70361 0.89620 3.75888 0.0 0.0 -0.1 -0.423
C 2.32298 2.01613 3.02713 0.0 0.0 0.1 -0.833
C 1.30141 1.87995 2.10713 0.0 0.1 0.0 -0.032
N 0.65116 0.73320 1.91091 0.1 0.0 -0.2 0.014
C -3.62159 1.16191 -0.01816 -0.2 0.2 0.1 0.364
C -4.70350 1.97852 -0.32858 0.0 0.0 -0.1 -0.507
C -4.73575 3.26960 0.16428 0.1 0.0 0.1 -0.416
C -3.69516 3.69930 0.97736 -0.1 0.0 0.0 -0.370
C -2.64858 2.82553 1.21934 -0.1 0.0 0.1 -0.643
N -2.60159 1.59164 0.72921 -0.1 0.0 0.0 0.026
H -3.85017 -2.97642 -1.36938 0.0 0.0 0.0 0.442
H -3.42213 -5.37083 -0.89523 0.0 0.0 0.0 0.382
H -1.63594 -6.01286 0.68611 0.0 0.0 0.0 0.351
H -0.30482 -4.25614 1.83428 0.0 0.0 0.0 0.429
H 2.29251 -1.21148 4.06028 0.0 0.0 0.0 0.516
H 3.51562 0.95618 4.47268 0.0 0.0 0.0 0.408
H 2.80853 2.97260 3.16631 0.0 0.0 0.0 0.426
H 0.97940 2.71564 1.49286 0.0 0.0 0.0 0.388
H -5.49713 1.56283 -0.93285 0.0 0.0 0.0 0.482
H -5.56037 3.93272 -0.06571 0.0 0.0 0.0 0.415
H -3.68645 4.69375 1.40280 0.0 0.0 0.0 0.420
H -1.80970 3.12522 1.83961 0.0 0.0 0.0 0.358
C 0.73865 -2.90218 -1.92946 0.1 0.1 0.2 -1.092
Si 1.34068 -1.19753 -1.32061 0.1 -0.2 -0.4 0.395
C 2.22501 -0.47206 -2.86686 -0.1 0.1 0.2 -1.396
C 2.80891 -1.47244 -0.13599 -0.2 -0.1 -0.1 0.402
C 3.65484 -0.40309 0.17172 0.0 0.0 -0.1 -0.285
C 4.74555 -0.55796 1.01248 0.0 0.1 0.1 -0.662
C 5.00482 -1.79371 1.59168 0.0 0.0 0.0 -0.541
C 4.16261 -2.86276 1.32177 0.0 -0.1 0.0 -0.593
C 3.08161 -2.70289 0.46432 0.0 0.1 0.0 -0.078
H 1.46620 -3.38362 -2.59006 0.0 0.0 0.0 0.379
H -0.19668 -2.78304 -2.48109 0.0 0.0 0.0 0.242
H 0.52757 -3.56613 -1.08866 -0.1 0.0 -0.1 0.196
H 3.07529 -1.09723 -3.15585 0.0 -0.1 0.0 0.403
H 2.59715 0.53814 -2.67896 0.0 0.0 0.0 0.243
H 1.53987 -0.41798 -3.71710 0.0 0.0 0.0 0.343
H 3.45544 0.57088 -0.26909 0.0 0.0 0.0 0.252
H 5.38991 0.28758 1.22839 0.0 0.0 0.0 0.386
H 5.85960 -1.92307 2.24535 0.0 0.0 0.0 0.362
H 4.35288 -3.82847 1.77626 0.0 0.0 0.0 0.377
H 2.43396 -3.54939 0.26410 0.0 0.0 0.0 0.228
C -0.24945 3.46920 -3.58302 -0.1 0.0 0.1 -1.699
C -0.92516 3.09227 -2.25701 0.1 0.0 0.1 1.022
C -0.90369 4.29575 -1.31791 0.0 -0.1 0.0 -1.061
C -0.22016 1.87864 -1.65022 -0.1 -0.2 0.4 -1.405
H -0.73366 4.33101 -4.05511 0.0 0.0 0.0 0.446
H -0.27742 2.63137 -4.28161 0.0 0.0 0.0 0.376
H 0.80005 3.71771 -3.40212 0.0 0.0 0.0 0.318
H -1.96881 2.83558 -2.47539 0.0 0.0 0.0 0.148
H 0.12372 4.49132 -0.99445 0.0 0.0 0.0 0.241
H -1.51010 4.10456 -0.43524 0.1 0.1 0.0 -0.007
H -1.28317 5.19652 -1.80899 0.0 0.0 0.0 0.416
H 0.80918 2.16825 -1.38440 0.0 0.0 -0.1 0.081
H -0.10335 1.13254 -2.44339 0.1 0.0 -0.1 0.281
```
Positions in Å, forces in eV/Å.

Properties
* relative energy (zero: lowest compared OMol25 entry of this formula, charge and spin): 0.00 kJ/mol
* orbital gap: 6.38 eV
* molar mass: 623.52 g/mol
* lowest unoccupied orbital energy: 2.457 eV
* electronic energy: -2011.65708 a.u.
* charge: -1



# C30H32MnN2O7

C30H32MnN2O7 as an isolated structure in a non-equilibrium geometry (ωB97M-V/def2-TZVPD, OMol25).

XYZ file:
```
72
Properties=species:S:1:pos:R:3:forces:R:3:mulliken_charge:R:1
Mn 0.20391 -0.32279 0.59397 0.4 -2.7 -0.5 -0.403
O 1.10364 -0.61771 -1.06870 0.6 -1.0 -1.9 -0.583
C 1.02459 -1.72071 -1.63671 -0.3 0.5 -0.2 0.639
C 2.11835 -2.34314 -2.30602 0.8 -0.4 -0.3 -1.282
C 2.02086 -3.60092 -2.81632 0.3 1.2 0.4 -0.628
C 0.84369 -4.39710 -2.62420 -1.1 -0.3 0.3 -0.655
C -0.27471 -3.85709 -2.12140 0.4 -0.1 -0.3 -1.114
C -0.34336 -2.37576 -1.91133 -0.2 0.0 0.6 1.902
C -1.54295 -1.88697 -1.06229 0.5 -0.4 0.6 -1.019
N -1.23352 -1.27603 0.16226 -0.4 -0.5 -0.7 0.853
C -2.32715 -1.23458 1.10863 -0.5 -0.1 0.5 -0.601
C -1.93894 -0.22750 2.19429 -1.4 0.2 0.1 -0.863
N -0.51365 -0.32124 2.30399 -0.2 0.2 1.3 0.409
C 0.07396 -0.58018 3.41554 0.3 -0.1 0.2 -0.229
C 1.41934 -1.05793 3.45179 0.3 -0.3 -0.7 0.584
C 2.16315 -1.13110 4.63625 0.1 0.0 -0.1 -0.663
C 3.39156 -1.75301 4.64934 -0.1 0.1 0.1 -0.806
C 3.86989 -2.37732 3.49562 -0.2 0.1 0.0 -0.594
C 3.14724 -2.34886 2.32440 -0.4 0.2 -0.3 -1.027
C 1.92514 -1.65484 2.25282 0.8 0.1 1.9 0.723
O 1.25963 -1.59420 1.13159 1.1 -1.4 -0.2 -0.079
H 3.05242 -1.80141 -2.33189 0.0 0.1 -0.1 0.592
H 2.86357 -4.04265 -3.32744 0.1 0.0 0.0 0.565
H 0.89071 -5.44699 -2.86786 -0.1 -0.1 0.0 0.563
H -1.16798 -4.43286 -1.94144 -0.1 -0.1 0.0 0.515
H -2.27505 -2.70139 -0.91329 0.3 0.3 -0.1 0.568
H -2.46742 -2.23593 1.54497 -0.1 0.1 -0.1 0.379
H -3.26141 -0.92918 0.62329 0.1 0.0 0.1 0.411
H -2.43497 -0.45722 3.14245 0.1 0.0 -0.1 0.587
H -2.21877 0.78959 1.89468 0.1 -0.3 0.1 0.156
H -0.48466 -0.54870 4.35168 -0.1 0.1 -0.1 0.506
H 1.76955 -0.67114 5.53155 0.0 0.0 0.1 0.494
H 3.98069 -1.76808 5.55204 0.0 0.0 0.1 0.436
H 4.82037 -2.88687 3.52245 0.1 -0.1 0.0 0.455
H 3.51219 -2.83756 1.43434 0.0 0.0 -0.1 0.505
C 1.76808 2.84005 2.46199 -0.1 -0.2 -0.3 -1.567
C 1.35995 2.23668 1.12535 -0.6 0.9 0.5 1.677
C 1.78018 3.09900 -0.05858 -0.1 -0.3 0.0 -1.732
O 1.84123 0.88770 0.99544 0.7 0.2 -0.1 -0.128
C -0.16620 1.99686 1.04919 0.7 3.2 1.9 0.083
O -0.95564 2.52767 1.78718 0.1 0.0 -0.4 -0.588
O -0.45968 1.18030 0.09414 -1.4 0.9 -1.9 -0.367
H 2.81438 3.13344 2.44054 0.1 0.0 0.0 0.431
H 1.60971 2.12307 3.26418 0.0 0.0 0.1 0.282
H 1.15836 3.71776 2.65838 0.0 0.0 0.0 0.361
H 2.86068 3.24070 -0.06604 0.1 0.0 0.0 0.506
H 1.31109 4.07681 0.01879 0.0 0.1 0.0 0.432
H 1.46279 2.63559 -0.99349 0.0 0.0 0.0 0.305
H 2.60702 0.88588 0.39441 -0.3 -0.3 0.1 0.362
C -3.99054 0.46789 -8.09444 -0.1 0.0 -0.2 -1.593
C -3.33246 0.27613 -6.78410 0.2 -0.1 0.5 0.511
C -4.02791 0.44737 -5.58658 0.1 0.0 -0.1 -0.861
C -3.47115 0.16051 -4.35877 0.3 -0.2 -0.1 0.586
C -4.27991 0.38378 -3.13061 -0.3 0.1 0.1 -1.338
C -2.14018 -0.37118 -4.32400 -0.2 0.3 -0.4 0.507
C -1.36619 -0.40593 -5.53437 -0.3 -0.1 0.1 0.611
C 0.08526 -0.74979 -5.57021 0.2 -0.1 -0.1 -1.409
C -1.98503 -0.09198 -6.72075 -0.1 0.0 0.2 -0.724
C -1.65325 -0.98738 -3.15699 -0.5 0.1 0.1 1.244
O -0.61113 -1.77797 -3.21367 0.0 -0.1 -0.1 -0.304
O -2.21960 -0.94958 -1.98019 0.2 0.2 -0.7 -0.444
H -4.96474 0.93530 -7.99284 -0.1 0.0 -0.1 0.370
H -4.12378 -0.50834 -8.56541 0.0 0.0 0.0 0.339
H -3.36855 1.05603 -8.76665 0.0 0.1 0.0 0.397
H -5.04261 0.81103 -5.62588 -0.1 0.0 0.0 0.364
H -5.24123 0.81212 -3.39825 0.0 0.0 0.0 0.482
H -3.76838 1.06389 -2.45105 0.0 0.0 0.1 0.237
H -4.45832 -0.54528 -2.59313 -0.1 0.0 0.0 0.249
H 0.62360 -0.31861 -4.73028 0.1 0.0 0.0 0.216
H 0.52412 -0.37927 -6.49322 0.0 0.0 0.0 0.495
H 0.22459 -1.82978 -5.54634 0.1 -0.1 0.0 0.244
H -1.41470 -0.13566 -7.63607 0.1 0.0 -0.1 0.472
```
Positions in Å, forces in eV/Å.

Properties
* orbital gap (alpha / beta): 6.13 / 6.30 eV
* molar mass: 587.53 g/mol
* lowest unoccupied orbital energy (alpha / beta): -7.545 / -7.542 eV
* spin multiplicity: 2
* electronic energy: -2948.99711 a.u.
* charge: +2